(1)
Molecular formula: C5H6O2
Method: DFT, ωB97M-V/def2-TZVPD

Element x y z (Å)
O1 2.164 1.460 -1.415
C1 1.764 0.935 -0.404
C2 0.818 -0.246 -0.426
O2 0.680 -0.897 0.846
C3 -0.729 -1.001 0.643
C4 -1.389 0.326 0.684
C5 -0.697 -0.118 -0.583
H1 2.106 1.255 0.601
H2 1.189 -0.951 -1.181
H3 -1.191 -1.960 0.852
H4 -2.471 0.262 0.589
H5 -1.034 1.126 1.328
H6 -1.212 -0.191 -1.532

Forces on the atoms, in the same order (eV/Å):
O -0.2 -0.2 0.5
C 0.1 0.1 -0.3
C 0.1 0.1 -0.2
O 0.1 -0.1 0.1
C -0.3 -0.3 0.1
C 0.0 0.1 0.1
C 0.0 0.0 -0.3
H -0.1 0.0 -0.1
H 0.0 0.1 0.1
H 0.0 0.2 -0.1
H 0.2 0.1 0.0
H 0.1 -0.1 -0.1
H 0.1 -0.1 0.2

## Properties
**Spin multiplicity**: 1
**Total charge**: 0
**F_max**: 0.0108 hartree/bohr
**Relative energy (zero: lowest compared OMol25 entry of this formula, charge and spin)**: 63.2 kcal per mole
**Highest occupied orbital energy**: -9.79 eV

=====

(2)
Molecular formula: C17H29CaN5S2
Method: DFT, ωB97M-V/def2-TZVPD

Element x y z (Å)
Ca1 1.654 0.057 0.889
C1 1.660 5.558 -1.085
S1 0.123 4.689 -0.771
C2 0.643 3.206 0.006
S2 2.233 2.521 -0.347
N1 -0.319 2.792 0.819
N2 -0.113 1.473 1.281
C3 -0.805 1.140 2.371
C4 -0.665 -0.126 3.010
C5 -1.390 -0.477 4.187
C6 -1.185 -1.709 4.756
C7 -0.260 -2.615 4.177
C8 0.396 -2.244 3.034
N3 0.245 -1.030 2.489
H1 1.370 6.454 -1.670
H2 2.324 4.916 -1.676
H3 2.136 5.854 -0.126
H4 -1.540 1.858 2.780
H5 -2.127 0.231 4.610
H6 -1.725 -1.985 5.667
H7 -0.068 -3.595 4.640
H8 1.093 -2.906 2.517
C9 3.271 -2.936 -0.118
C10 2.470 -2.500 -1.344
C11 3.363 -2.360 -2.577
C12 1.252 -3.405 -1.612
C13 1.821 -1.195 -1.141
H9 3.742 -3.932 -0.275
H10 2.607 -3.014 0.783
H11 4.088 -2.217 0.082
H12 3.840 -3.327 -2.867
H13 4.160 -1.621 -2.387
H14 2.771 -2.015 -3.453
H15 1.563 -4.448 -1.824
H16 0.669 -3.011 -2.469
H17 0.586 -3.411 -0.740
H18 1.463 -0.710 -2.082
N4 -3.562 1.271 -0.546
C14 -2.673 2.342 -1.145
C15 -1.859 1.738 -2.306
N5 -1.166 0.504 -1.992
C16 -1.950 -0.479 -1.292
C17 -2.792 0.036 -0.119
H19 -4.359 1.025 -1.193
H20 -3.984 1.678 0.310
H21 -2.019 2.726 -0.368
H22 -3.325 3.176 -1.486
H23 -1.139 2.488 -2.679
H24 -2.600 1.509 -3.114
H25 -0.256 0.643 -1.562
H26 -1.327 -1.321 -0.954
H27 -2.668 -0.886 -2.040
H28 -2.149 0.322 0.701
H29 -3.519 -0.730 0.252

Forces on the atoms, in the same order (eV/Å):
Ca 0.7 0.0 -0.5
C 0.2 0.4 0.0
S -0.2 0.4 -0.2
C -0.1 -0.6 1.1
S -1.2 0.2 0.3
N 1.1 -0.9 -0.6
N -0.1 0.7 0.2
C -0.6 0.2 0.3
C 0.2 0.0 -0.1
C -0.4 0.0 0.1
C -0.1 0.2 0.2
C -0.1 -0.9 0.5
C -0.1 0.5 0.2
N -0.1 0.4 -0.4
H 0.3 -0.4 0.4
H -0.1 0.3 0.2
H -0.2 -0.2 -0.7
H 0.4 -0.3 0.0
H 0.5 -0.4 -0.3
H 0.2 0.1 -0.4
H -0.2 0.6 -0.3
H -0.1 0.1 0.2
C 0.0 -0.6 0.3
C -0.6 0.3 -0.8
C 0.5 -0.9 -0.7
C 0.2 -0.8 -0.3
C -0.6 1.9 0.8
H -0.3 0.5 0.2
H 0.5 0.1 -0.7
H -0.4 -0.2 0.0
H -0.2 0.5 0.2
H -0.3 -0.3 -0.1
H 0.3 -0.2 0.6
H -0.2 0.3 0.0
H 0.4 -0.3 0.4
H 0.2 0.0 -0.1
H 0.3 -0.6 0.3
N -0.8 0.1 0.4
C -0.1 0.4 -0.8
C -0.6 -0.2 -0.3
N 0.4 0.3 0.5
C -1.0 -0.4 -0.7
C -0.1 -0.7 -0.1
H 1.2 0.2 0.7
H 0.1 -0.3 -0.6
H 0.1 -0.2 0.4
H 0.3 -0.6 0.1
H -0.4 -0.3 0.2
H 0.5 0.2 0.2
H -0.1 0.1 0.0
H -0.1 0.4 -0.1
H 0.2 -0.1 0.3
H 0.1 0.3 0.2
H 0.5 0.7 -0.4

## Properties
**Spin multiplicity**: 1
**Total charge**: 0
**F_max**: 0.0424 hartree/bohr
**Relative energy (zero: lowest compared OMol25 entry of this formula, charge and spin)**: 0.0 kcal per mole
**Highest occupied orbital energy (alpha / beta)**: -5.31 / -5.80 eV

=====

(3)
Molecular formula: C31H41BBeBr2Cl5F15KNO16PS
Method: DFT, ωB97M-V/def2-TZVPD

Element x y z (Å)
O1 -2.066 -1.760 -5.011
C1 -1.272 -2.673 -4.838
O2 -0.722 -3.427 -5.622
C2 -0.864 -2.849 -3.350
C3 0.609 -2.432 -3.198
Cl1 0.564 -0.758 -3.808
B1 1.511 -3.332 -4.218
O3 2.052 -2.782 -5.327
O4 1.798 -4.633 -3.917
C4 1.041 -2.380 -1.707
C5 2.447 -1.929 -1.389
F1 3.339 -2.948 -1.480
F2 2.452 -1.460 -0.087
C6 3.131 -0.707 -2.081
F3 3.408 -0.885 -3.360
F4 4.356 -0.696 -1.459
C7 2.507 0.702 -1.740
F5 2.488 1.440 -2.831
F6 3.264 1.313 -0.839
F7 1.281 0.616 -1.253
C8 0.559 -3.621 -0.920
Cl2 -0.701 -3.070 0.222
P1 1.553 -4.789 0.200
O5 2.758 -4.022 0.994
Cl3 2.736 -5.823 -1.297
O6 0.067 -4.666 -1.681
S1 -1.214 -4.460 -2.698
O7 -2.449 -4.479 -2.004
O8 -1.013 -5.478 -3.653
H1 -1.451 -2.163 -2.754
H2 1.376 -2.651 -6.002
H3 2.693 -4.802 -4.222
H4 0.434 -1.572 -1.334
H5 2.407 -3.545 1.770
K1 4.595 -3.034 1.644
Be1 1.768 -7.716 -1.858
O9 4.157 3.752 0.608
H6 3.803 3.110 -0.012
H7 3.566 4.510 0.538
C9 -4.186 2.493 -8.617
C10 -3.636 2.585 -7.214
O10 -3.279 3.644 -6.721
N1 -3.548 1.433 -6.498
C11 -3.910 0.086 -6.890
H8 -4.191 3.488 -9.046
H9 -3.564 1.844 -9.234
H10 -5.205 2.107 -8.608
H11 -3.173 1.566 -5.572
H12 -4.666 -0.293 -6.202
H13 -3.031 -0.558 -6.819
H14 -4.298 0.060 -7.902
C12 -6.485 -0.951 -3.260
Cl4 -7.401 -0.323 -4.634
Cl5 -5.099 -1.922 -3.775
H15 -6.121 -0.114 -2.679
H16 -7.141 -1.571 -2.663
Br1 -1.457 -9.156 -2.052
C13 -3.100 -8.230 -1.545
C14 -4.007 -9.135 -0.758
Br2 -4.888 -10.438 -1.894
H17 -3.545 -7.875 -2.467
H18 -2.790 -7.381 -0.950
H19 -4.804 -8.551 -0.303
H20 -3.480 -9.693 0.008
C15 -0.913 -4.449 3.765
C16 -1.545 -4.920 4.837
C17 -0.906 -4.894 6.181
O11 -1.471 -5.321 7.155
C18 0.466 -4.318 6.276
C19 1.088 -3.850 5.198
C20 0.443 -3.885 3.873
O12 1.012 -3.449 2.874
H21 -1.358 -4.456 2.779
H22 -2.542 -5.339 4.787
H23 0.914 -4.304 7.261
H24 2.083 -3.424 5.245
C21 6.185 6.668 0.184
C22 5.160 7.145 1.174
O13 4.007 7.410 0.780
O14 5.479 7.249 2.371
H25 5.760 6.621 -0.820
H26 7.040 7.344 0.167
H27 6.523 5.673 0.468
C23 2.756 6.254 5.493
C24 1.921 6.071 4.217
C25 1.828 7.250 3.248
F8 1.239 8.318 3.819
F9 1.070 6.874 2.189
F10 0.683 5.632 4.543
F11 2.526 5.070 3.510
O15 2.076 6.553 6.697
C26 1.763 7.828 7.069
C27 0.247 8.030 7.162
F12 -0.340 7.772 5.979
F13 0.002 9.315 7.493
F14 2.340 8.743 6.277
F15 2.248 8.012 8.316
H28 3.185 5.272 5.679
H29 3.597 6.926 5.324
H30 2.821 7.527 2.886
H31 -0.171 7.370 7.923
C28 0.702 1.104 2.470
C29 -0.425 0.194 2.010
O16 -1.566 0.206 2.836
C30 -2.217 1.463 2.980
C31 -2.716 2.054 1.674
H32 1.003 0.851 3.488
H33 1.561 0.987 1.806
H34 0.424 2.157 2.465
H35 -0.078 -0.842 2.021
H36 -0.698 0.423 0.971
H37 -1.563 2.173 3.497
H38 -3.059 1.274 3.642
H39 -1.902 2.279 0.984
H40 -3.249 2.984 1.867
H41 -3.395 1.361 1.176

Forces on the atoms, in the same order (eV/Å):
O -0.5 0.4 0.1
C -1.3 0.5 -0.3
O 1.6 -1.0 -0.8
C 0.3 0.1 1.8
C 0.4 -0.9 -0.7
Cl 0.2 0.4 0.1
B -0.7 0.2 -0.7
O 0.6 0.0 -0.2
O 0.6 0.0 1.4
C -0.7 0.3 -0.6
C -0.2 0.8 -0.4
F 0.1 -0.2 0.1
F 0.0 -0.8 0.6
C 1.0 -0.2 0.4
F -0.4 0.0 -0.1
F 0.2 -0.1 0.0
C 0.0 0.0 -0.9
F 0.0 0.2 -0.2
F 0.1 0.1 0.4
F -0.4 -0.1 0.3
C 0.6 0.1 0.1
Cl -0.1 0.0 0.5
P -1.5 -0.4 1.0
O -1.2 -0.8 -1.4
Cl 0.4 -0.5 -0.3
O 0.2 -0.2 0.3
S -0.9 0.1 -2.2
O -0.1 0.4 1.1
O 0.6 -0.8 -0.1
H -0.4 0.1 0.2
H -0.2 0.2 -0.2
H 0.0 -0.3 -0.7
H -0.1 0.4 0.3
H -1.4 -0.3 0.4
K 2.6 1.5 0.5
Be -0.4 0.6 0.0
O 0.0 0.1 0.1
H 0.0 0.1 -0.1
H 0.0 0.1 0.1
C 0.0 0.1 0.0
C 0.0 -0.1 0.1
O 0.0 0.1 0.0
N -0.1 0.1 -0.2
C 0.2 0.1 0.2
H 0.0 0.1 0.0
H -0.1 -0.1 0.0
H 0.0 -0.1 0.0
H 0.0 0.0 0.0
H 0.0 -0.1 -0.1
H -0.2 -0.1 0.0
H 0.0 0.1 0.0
C 0.0 -0.1 0.0
Cl 0.0 0.0 0.0
Cl 0.0 0.1 0.1
H 0.0 0.1 0.0
H -0.1 -0.1 0.0
Br 0.5 0.0 -0.1
C 0.0 0.2 0.1
C -0.2 -0.2 -0.1
Br 0.1 0.0 0.0
H 0.0 0.0 -0.1
H 0.1 0.1 0.1
H 0.0 0.1 0.0
H 0.0 0.0 0.1
C 0.0 0.0 -0.1
C 0.0 0.0 0.0
C 0.0 0.1 -0.1
O -0.1 -0.1 0.1
C 0.0 0.0 0.0
C 0.1 0.0 -0.1
C -0.1 0.1 0.2
O 0.5 -0.1 0.0
H 0.0 0.0 0.0
H 0.0 0.0 0.0
H 0.0 0.0 0.0
H 0.0 0.0 0.0
C 0.0 0.0 0.0
C 1.5 -0.7 -1.4
O -0.6 0.2 0.7
O -0.7 0.3 0.7
H -0.1 0.0 0.0
H 0.0 0.0 0.1
H 0.0 0.0 0.0
C 0.6 -0.1 0.1
C -0.3 0.0 0.4
C 0.2 0.1 -0.3
F -0.1 0.0 0.1
F 0.0 -0.1 0.0
F 0.0 0.0 -0.1
F 0.1 0.0 -0.1
O -0.5 -0.2 -0.3
C 0.3 0.0 0.0
C -0.1 0.0 0.1
F 0.0 0.0 -0.1
F 0.0 0.0 0.0
F 0.0 0.1 -0.1
F 0.1 0.1 0.1
H 0.0 -0.1 0.0
H -0.1 0.2 -0.1
H 0.0 0.0 0.0
H 0.0 0.0 0.0
C 0.0 0.0 0.1
C 0.1 0.0 -0.2
O -0.1 -0.2 0.1
C 0.0 0.2 0.0
C 0.1 -0.1 -0.1
H 0.0 0.0 0.0
H 0.0 0.0 0.0
H 0.0 0.0 -0.1
H 0.0 0.0 0.0
H 0.0 0.0 0.0
H 0.0 0.0 0.0
H 0.0 -0.1 0.0
H 0.0 0.1 0.0
H 0.0 0.0 0.0
H 0.0 0.0 0.0

## Properties
**Spin multiplicity**: 1
**Total charge**: +1
**F_max**: 0.0595 hartree/bohr
**Highest occupied orbital energy**: -9.62 eV

=====

(4)
Molecular formula: C5H5N
Method: DFT, ωB97M-V/def2-TZVPD

Element x y z (Å)
C1 0.001 -0.265 0.079
C2 -1.025 0.764 -0.183
C3 -0.165 -1.616 -0.109
N1 -2.186 1.196 -0.202
C4 1.321 0.298 0.187
C5 2.398 0.793 0.372
H1 -2.494 1.449 -1.147
H2 -0.757 0.368 1.046
H3 -1.122 -2.039 -0.373
H4 0.709 -2.242 -0.191
H5 3.320 1.295 0.521

Forces on the atoms, in the same order (eV/Å):
C 0.7 -0.2 -2.9
C 0.2 -2.5 2.6
C -0.2 0.6 -0.1
N -0.1 0.8 -0.5
C 0.5 0.2 0.5
C -0.4 0.0 -0.1
H 0.1 0.0 0.0
H -0.9 1.1 0.2
H 0.0 0.1 0.0
H 0.1 0.1 0.4
H 0.2 -0.1 0.0

## Properties
**Spin multiplicity**: 1
**Total charge**: 0
**F_max**: 0.0704 hartree/bohr
**Relative energy (zero: lowest compared OMol25 entry of this formula, charge and spin)**: 159.4 kcal per mole
**Highest occupied orbital energy**: -7.50 eV

=====

The highest F_max belongs to which entry?
C5H5N

=====

Look up the total charge of the second one.
0

=====

What is the F_max in the third record?
0.0595 hartree/bohr